(1)
The following is a DFT calculation (ωB97M-V/def2-TZVPD) of a molecular structure, C10H26ClLiO8 at a distorted geometry.

```
46
Properties=species:S:1:pos:R:3:forces:R:3
Li -0.368067 -0.140364 0.015205 0.6 -0.3 0.2
Cl -2.353407 2.592176 -0.608455 3.0 -0.5 1.4
O -1.839467 1.517406 0.232425 -0.2 0.7 -1.2
O -3.704207 2.785776 -0.135145 -1.4 0.4 -0.4
O -1.542147 3.755126 -0.485815 -0.9 -0.9 -0.4
O -2.519307 2.165876 -1.986685 -0.4 0.2 0.5
C 0.135233 1.588376 3.453325 -1.2 -0.6 0.7
C 1.028883 2.552846 2.788755 -0.2 3.1 1.0
C 1.422763 1.976876 1.492025 0.9 -1.5 0.5
O 0.771383 0.660346 1.490155 0.4 0.9 -2.6
C 0.473853 0.278136 2.794175 -0.3 -0.3 0.6
H -0.894777 1.728936 3.125575 -0.2 0.5 0.4
H 0.213603 1.648566 4.538835 -0.2 -0.3 -0.1
H 1.854293 2.836726 3.441595 0.3 -0.4 -0.2
H 0.542313 3.515486 2.631705 -0.3 0.0 0.1
H 2.489923 1.806516 1.634335 0.2 -0.1 -1.2
H 1.156973 2.604236 0.641215 0.0 -0.6 -0.2
H 1.313333 -0.269114 3.222985 0.0 -0.2 0.2
H -0.439797 -0.308684 2.699375 0.3 -0.6 0.4
C 2.101413 1.072696 -3.184035 -1.7 0.1 0.7
C 0.608453 0.921326 -2.747205 0.9 1.8 -2.0
O 0.447713 -0.061854 -1.803555 -0.5 -1.2 1.9
H 2.346243 0.083966 -3.572075 0.7 0.5 -0.4
H 2.727493 1.345696 -2.334555 -0.1 -0.4 0.2
H 2.167083 1.943726 -3.836035 0.2 -0.5 -0.6
H -0.047477 0.637696 -3.570255 0.3 0.3 -0.6
H 0.224563 1.894776 -2.442055 0.0 -0.1 0.7
H 0.294573 -0.874994 -2.290345 0.1 -0.3 0.3
C 2.557293 -3.408574 -0.579405 1.1 1.6 0.7
C 2.198703 -2.338884 0.483345 3.6 -1.5 0.7
O 0.919673 -2.032064 0.359805 -4.7 1.2 -0.2
H 1.871453 -4.255224 -0.549365 0.1 0.1 0.0
H 3.590743 -3.706024 -0.401655 -0.1 -0.4 -0.2
H 2.531913 -2.876224 -1.530225 -0.2 -0.4 -0.3
H 2.763733 -1.406874 0.497215 0.4 -0.1 -0.8
H 2.362913 -2.698074 1.499285 0.4 -0.5 0.2
H 0.445713 -2.772024 0.746355 -0.4 0.1 -0.2
C -3.897917 -1.361134 -0.504975 -1.4 -0.1 -1.8
C -2.544317 -1.759134 -1.135785 -3.2 0.5 1.6
O -1.719267 -1.595124 -0.003835 2.2 0.0 -0.1
H -4.615767 -1.240574 -1.316315 -0.4 -0.2 -0.1
H -3.952237 -0.397084 0.000755 0.7 -0.1 0.1
H -4.323227 -2.130024 0.140005 0.3 0.0 0.1
H -2.369287 -1.088424 -1.976995 0.8 0.0 0.3
H -2.636107 -2.797424 -1.454565 0.5 0.1 -0.2
H -1.795447 -2.395404 0.520905 0.0 0.1 0.1
```
Positions in Å, forces in eV/Å.

DFT total energy ... -1465.66162 Eh
LUMO level (alpha / beta) ... -2.560 / -8.728 eV
Gap between HOMO and LUMO (alpha / beta) ... 0.390 / 0.164 Ha
Charge ... +1
F_max ... 4.89 eV/Å
Spin multiplicity ... 2



(2)
The following is a DFT calculation (ωB97M-V/def2-TZVPD) of C11H10FNO in the gas phase at a distorted geometry.

```
24
Properties=species:S:1:pos:R:3:forces:R:3
C -1.079134 1.861148 0.044497 -3.1 -0.4 0.5
C -2.527884 1.867499 0.098547 2.7 -1.3 -0.3
C -1.132110 -0.505862 -0.123226 -1.9 -2.8 0.6
C -0.382460 0.644856 -0.064109 -1.5 1.7 0.5
C -3.302909 0.672328 -0.036445 -1.9 -1.4 -0.4
C -2.537357 -0.557471 -0.159244 2.3 0.4 0.7
C -0.409194 -1.848892 0.076963 -3.4 -0.7 -1.8
C 0.847269 -1.965658 0.011683 -0.1 1.5 -0.2
C 2.075354 1.064030 0.564772 -2.1 2.8 1.3
C 1.853386 1.345265 -0.932326 -1.0 -0.3 3.9
C 2.194229 -2.403950 0.034947 0.7 0.4 0.7
N 0.976385 0.444456 -0.101173 2.0 -0.9 -1.3
O -4.562773 0.586746 -0.036725 0.9 0.6 0.2
F -3.097863 -1.802922 -0.066116 -0.1 1.0 -0.3
H -0.669614 2.836282 0.235144 0.8 0.1 -0.2
H -3.104472 2.736044 0.327977 0.0 0.6 -0.1
H -1.145273 -2.818954 -0.049149 2.0 2.4 0.7
H 2.684040 0.413967 1.100086 1.9 -1.6 -0.2
H 1.887251 1.839880 1.380618 -0.3 -0.4 -1.7
H 1.365445 2.328853 -1.056760 0.7 -0.8 -0.7
H 2.502013 0.797124 -1.532207 0.8 -0.2 -1.7
H 2.405907 -2.775059 1.025019 0.3 0.0 0.6
H 2.831146 -1.498104 -0.131704 -0.2 -1.1 -0.3
H 2.328608 -3.261615 -0.611073 0.4 0.2 -0.7
```
Positions in Å, forces in eV/Å.

DFT total energy ... -654.75836 Eh
LUMO level (alpha / beta) ... -1.695 / -1.696 eV
Gap between HOMO and LUMO (alpha / beta) ... 0.176 / 0.176 Ha
F_max ... 4.07 eV/Å
Spin multiplicity ... 1



(3)
The following is a DFT calculation (ωB97M-V/def2-TZVPD) of C6H9FN2 in the gas phase at a distorted geometry.

```
18
Properties=species:S:1:pos:R:3:forces:R:3
C -0.015439 -1.409892 0.019311 -0.4 0.1 0.0
C 1.326083 -0.891061 -0.042472 0.9 0.3 0.0
C -0.561150 0.956075 -0.159591 -0.2 0.1 -0.2
C -1.062883 -0.576987 -0.013782 2.7 2.2 0.2
C -2.510381 -0.849189 0.065176 0.1 -0.2 0.1
C 3.110765 0.732664 0.078757 0.7 0.0 0.0
N 1.700270 0.378539 0.014986 -0.3 -1.5 -0.2
N 0.907172 1.408508 0.014747 -2.3 -0.9 0.3
F 2.327233 -1.814393 -0.061280 -0.2 0.1 0.0
H -0.091422 -2.484782 0.092848 -0.1 -0.1 0.0
H -0.838304 1.276106 -1.172734 -0.2 0.0 0.0
H -1.130508 1.581652 0.532425 -0.1 -0.1 -0.1
H -2.930601 -0.433752 0.983560 0.0 0.0 0.0
H -2.688880 -1.922889 0.052990 -0.1 0.0 0.0
H -3.037146 -0.382261 -0.769001 0.0 0.0 -0.1
H 3.324615 1.189839 1.043461 -0.2 0.0 0.0
H 3.735806 -0.146139 -0.056741 -0.1 0.1 0.0
H 3.321251 1.460949 -0.701282 -0.2 0.0 0.0
```
Positions in Å, forces in eV/Å.

DFT total energy ... -443.28694 Eh
LUMO level (alpha / beta) ... 0.804 / 0.801 eV
Gap between HOMO and LUMO (alpha / beta) ... 0.277 / 0.278 Ha
F_max ... 3.49 eV/Å
Spin multiplicity ... 1



(4)
The following is a DFT calculation (ωB97M-V/def2-TZVPD) of a molecular structure, C14H17EuF3N2 at a distorted geometry.

```
37
Properties=species:S:1:pos:R:3:forces:R:3
C -3.693419 -3.723195 -0.221598 0.5 -0.3 -0.3
C -4.513467 -2.603670 0.356263 0.6 1.0 0.2
H -3.466063 -3.473023 -1.274117 0.0 -0.6 0.4
H -4.164350 -4.707244 -0.083958 -0.1 0.3 -0.5
H -2.747350 -3.814691 0.329382 0.0 0.2 -0.2
H -3.940070 -1.664650 0.248441 -0.1 -0.3 0.2
H -5.426023 -2.401070 -0.200153 -0.3 -0.3 0.2
H -4.670359 -2.777015 1.421612 -0.4 0.2 -0.1
C 2.403767 -1.357020 -0.959607 0.1 1.4 -0.3
C 3.751020 -1.268523 -1.319997 -0.2 -0.2 0.3
C 4.360528 -0.017972 -1.399556 -0.6 0.0 -0.2
C 3.580790 1.113823 -1.162448 -0.5 0.3 0.2
H 1.838186 -2.287980 -0.919496 0.3 0.1 -0.1
H 4.303841 -2.176707 -1.502225 0.1 0.0 -0.1
H 5.411094 0.075744 -1.685603 -0.4 0.0 0.1
H 3.960552 2.112903 -1.330263 0.3 -0.1 0.1
N 1.692063 -0.250962 -0.677955 1.0 0.5 0.3
C 2.252917 0.990111 -0.718285 0.6 -1.5 -0.7
C 1.409914 2.136448 -0.264249 -1.1 1.0 0.6
N 0.112842 1.850946 0.046912 0.8 1.3 0.0
C -0.702934 2.810029 0.530040 1.3 0.1 -0.6
C 1.095212 4.418215 0.533307 -0.2 -0.4 -0.3
C -0.238120 4.104207 0.803441 0.0 -0.5 0.2
H -1.740338 2.507207 0.654547 0.1 0.2 0.2
H -0.900367 4.802953 1.300520 0.1 0.1 -0.2
C 1.902371 3.445347 -0.062932 0.0 -0.6 -0.1
H 2.926650 3.663225 -0.353244 -0.2 0.1 0.2
H 1.492169 5.410563 0.767377 -0.1 -0.4 -0.2
Eu -0.146090 -0.394877 0.936947 -1.4 -1.1 -0.4
C -0.125868 -1.116266 3.409747 0.2 0.2 -0.5
H -0.651987 -0.312245 3.946189 0.2 -0.3 0.3
H 0.944754 -1.152719 3.699051 -0.6 -0.2 0.3
H -0.646983 -2.078104 3.540575 0.3 0.2 0.3
F -2.591035 -0.930868 -1.935473 0.0 0.0 -0.6
C -1.309651 -0.469014 -1.688933 0.2 -0.3 2.3
F -0.487246 -1.248774 -2.498930 -0.2 0.0 -0.6
F -1.276950 0.784866 -2.265329 -0.1 0.0 -0.6
```
Positions in Å, forces in eV/Å.

DFT total energy ... -1662.99727 Eh
LUMO level (alpha / beta) ... -1.126 / -1.124 eV
Gap between HOMO and LUMO (alpha / beta) ... 0.190 / 0.192 Ha
F_max ... 2.29 eV/Å
Spin multiplicity ... 8



(5)
The following is a DFT calculation (ωB97M-V/def2-TZVPD) of C5H7N in the gas phase at a distorted geometry.

```
13
Properties=species:S:1:pos:R:3:forces:R:3
C -3.384411 -0.315976 0.290930 0.6 -0.5 -1.4
C -2.181550 0.051886 -0.092222 1.9 0.6 0.1
C -0.933492 0.516340 -0.341101 -1.0 -1.0 0.1
N 0.276383 -0.208635 -0.072321 -4.2 -1.0 1.3
C 1.379525 0.268036 -0.282251 3.6 0.9 -1.3
C 2.638576 -0.368440 0.205758 1.3 -0.8 2.0
H -3.694568 -0.065237 1.294685 -0.3 -0.1 0.0
H -4.030162 -0.919762 -0.408674 0.6 0.8 1.0
H -0.772069 1.517185 -0.729408 -0.4 0.1 -0.2
H 1.665456 1.134169 -0.930510 -0.9 0.1 0.5
H 3.113848 0.334416 1.024315 -0.7 -1.3 -1.6
H 3.355398 -0.524648 -0.599448 0.2 0.6 -0.1
H 2.567067 -1.419332 0.640253 -0.5 1.5 -0.2
```
Positions in Å, forces in eV/Å.

DFT total energy ... -249.36736 Eh
LUMO level ... 1.124 eV
Gap between HOMO and LUMO ... 0.370 Ha
Structure (SMILES) ... C=C=C/N=C/C
F_max ... 4.51 eV/Å
Spin multiplicity ... 1



(6)
The following is a DFT calculation (ωB97M-V/def2-TZVPD) of C4H6O2 in the gas phase at a distorted geometry.

```
12
Properties=species:S:1:pos:R:3:forces:R:3
C -2.406778 -0.394319 0.046573 -1.1 -0.7 0.5
C -1.273210 0.267172 -0.058126 0.0 -0.2 -0.4
O -0.077852 -0.385883 0.040238 -0.7 0.2 -0.1
C 1.024064 0.460296 0.081952 1.2 0.4 0.0
C 2.209361 -0.463190 -0.099862 2.1 1.0 0.4
O 3.374926 -0.145596 0.071020 -1.5 -0.1 -0.2
H -3.406232 0.043202 -0.036513 0.7 0.2 -0.1
H -2.423133 -1.461661 0.308500 0.3 0.5 -0.2
H -1.169041 1.314870 -0.315138 -0.3 0.1 0.1
H 1.041803 1.263591 -0.698519 -0.2 -0.7 0.3
H 1.133915 0.980812 1.045521 -0.1 -0.1 -0.1
H 1.972175 -1.479297 -0.385650 -0.4 -0.6 -0.2
```
Positions in Å, forces in eV/Å.

DFT total energy ... -306.43095 Eh
LUMO level ... 0.906 eV
Gap between HOMO and LUMO ... 0.379 Ha
Structure (SMILES) ... C=COCC=O
F_max ... 2.32 eV/Å
Spin multiplicity ... 1